Here is C3H4FNOS as an isolated structure from OMol25. Energies are from ωB97M-V with the def2-TZVPD basis set.

Results
Lowest unoccupied orbital energy = 0.3 eV
Highest occupied orbital energy = -0.3555 hartree
2S+1 = 1

Last column: natural (NBO) charge in e.
Element x y z (Å)
C 0.632 0.632 -0.173  -0.249
C -0.751 1.008 0.427  0.118
C -1.093 -0.424 0.131  0.625
H 1.649 -2.113 -1.365  0.149
H 1.459 0.970 0.581  0.197
H 0.953 1.176 -1.047  0.203
H -0.605 0.952 1.559  0.189
N 0.176 -0.691 -0.368  -0.554
O -1.887 -1.256 0.357  -0.529
F -1.633 1.901 -0.115  -0.316
S 1.100 -2.154 0.013  0.167

Atomic forces in eV per Å
C 2.1415 4.0336 1.3358
C -0.1686 -1.1472 0.7302
C 1.3580 -1.6126 -0.2857
H -0.7349 -0.5455 2.5427
H -1.2078 -1.5980 -0.9121
H -0.3007 -0.0023 -0.7792
H -0.7500 1.2224 -1.2149
N 1.2830 -1.5222 0.7105
O -2.6063 -0.7198 0.6035
F 0.8009 0.3422 0.6428
S 0.1849 1.5496 -3.3736